69
Properties=species:S:1:pos:R:3:nbo_charge:R:1 method="wB97M-V/def2-TZVPD" relative_energy_kj_mol=0.0 spin_multiplicity=2 lumo_ha="-0.1212 / -0.1342" total_charge=+1 s2=0.754
H 2.99510 -0.07039 2.27386 0.228
H 1.13487 -1.87551 -3.33833 0.205
C -0.83817 3.42188 2.36783 -0.210
H -3.47479 3.61369 2.58676 0.231
H 1.60892 -0.83081 -4.63292 0.229
C 0.41345 -5.34747 -3.22705 -0.189
H 4.42188 2.56117 1.59033 0.239
H -0.53913 -2.05607 -2.01309 0.436
C 2.95375 3.79306 -0.42706 -0.593
H -0.21648 -5.48600 -5.26093 0.227
H -1.94145 -0.35270 3.11734 0.415
H -0.14537 0.78527 -4.14183 0.220
H -0.90087 -0.78384 -4.24701 0.213
C -1.27216 2.88651 0.07309 -0.206
H 1.83501 -0.33363 -2.96476 0.214
C -0.77583 0.02079 -2.25030 -0.206
O 0.61839 -0.21863 0.36895 -0.831
C 2.52491 2.75232 0.60417 -0.246
H -3.72795 2.27566 1.45672 0.241
C -0.48236 -5.16836 -4.26823 -0.185
N -1.01893 -1.25751 -1.60187 -0.538
S -2.44496 -0.17020 0.37564 -0.259
O -1.52932 -4.82887 0.56419 -0.509
C -0.73868 0.62081 4.47836 -0.309
C 1.16599 -0.84142 -3.64363 -0.614
C -1.72517 -4.59802 -4.04225 -0.205
H -1.73483 0.56336 -2.27498 0.216
C 0.07448 -4.95578 -1.94407 -0.194
H 1.37470 -5.80188 -3.41091 0.230
H -3.03445 -3.74472 -2.58260 0.224
H -1.97280 2.74216 -0.75784 0.264
C -3.24980 3.24844 1.58895 -0.643
H 2.48975 3.63147 -1.38878 0.209
C -2.07184 -4.18291 -2.76855 -0.219
C -1.77145 3.16390 1.35536 -0.035
N 0.93925 0.18491 2.79401 -0.772
Ti -0.29276 1.03594 1.50298 1.454
H 4.02474 3.75243 -0.57202 0.233
C 0.53332 3.29959 2.15209 -0.225
H -3.71033 3.92416 0.86823 0.254
H -0.05832 0.57384 -1.61231 0.214
H 2.65293 1.74609 0.15343 0.232
H -2.42535 -4.48649 -4.85398 0.228
H 0.46580 2.52270 -1.15918 0.254
H -1.18167 0.04126 5.31159 0.236
H 0.74772 -5.10818 -1.12471 0.239
H -1.19274 3.73574 3.34794 0.250
N -1.59730 0.62267 3.29107 -0.858
C 0.09596 2.75730 -0.14896 -0.209
C -1.72602 -1.45986 -0.51548 0.427
C 1.03801 2.90780 0.89801 -0.064
C -0.20112 -0.19093 -3.65595 -0.413
H 2.15469 -1.55009 2.81289 0.262
O 1.28916 -0.60044 4.91762 -0.577
H 3.06553 2.17219 2.63214 0.218
C 1.68802 -0.89343 0.78418 0.794
H 2.70464 4.79149 -0.09491 0.213
C 3.40346 2.83708 1.84262 -0.613
H 3.44013 3.84441 2.24168 0.213
H -2.35622 -2.68703 0.96051 0.441
O 2.29265 -1.63174 0.06250 -0.578
N -1.92806 -2.70451 0.01924 -0.637
H -2.45815 1.19195 3.44203 0.401
H 1.23270 3.49621 2.96684 0.269
H -0.59805 1.66359 4.81187 0.215
C 2.01703 -0.60024 2.24562 -0.354
C 0.62021 0.00454 4.10465 0.651
C -1.52055 -4.01220 -0.31942 0.671
C -1.16374 -4.35650 -1.72136 -0.123

***

13
Properties=species:S:1:pos:R:3:nbo_charge:R:1 method="wB97M-V/def2-TZVPD" spin_multiplicity=3 lumo_ha="0.0180 / -0.0719" s2=2.011
O -2.20372 -0.76038 -2.13714 -1.038
H 0.78240 -0.06912 -2.05987 0.215
H 0.08794 1.57420 -1.64371 0.227
C 0.33854 0.62738 -1.24185 -0.519
O -0.82152 -1.75344 0.15765 -0.492
H 0.68411 -0.02897 0.59894 0.376
N 0.67616 0.83932 0.11673 -0.829
H 1.60507 1.29155 0.13190 0.376
H -1.90515 0.08566 0.97939 0.527
H -0.78511 -3.02829 -1.38451 0.441
P -1.36291 -0.24923 -1.04071 2.122
O -2.11696 0.47293 0.12674 -0.998
O -0.18885 -2.83546 -0.51281 -0.407

***

118
Properties=species:S:1:pos:R:3:lowdin_charge:R:1 method="wB97M-V/def2-TZVPD" spin_multiplicity=1 lumo_ha=-0.2725 total_charge=+3
H -11.77006 -16.10253 16.94931 0.098
C -9.30028 -19.38530 12.59607 -0.147
H -8.01958 -17.15387 14.86186 -0.007
H -3.93979 -17.68262 15.79256 0.154
H -3.47476 -20.88849 18.21850 0.127
H -8.33002 -15.13937 18.83108 0.105
C -8.79128 -14.64924 17.99630 -0.051
H -3.63774 -22.84557 15.91784 0.137
C -5.97975 -13.31696 15.46281 -0.129
C -13.51902 -18.65783 15.65379 -0.057
C -12.11073 -17.66927 13.94186 -0.150
C -9.90475 -13.42662 15.73567 -0.059
H -5.25989 -21.14270 12.99097 0.103
C -8.22345 -18.80964 16.05681 -0.147
H -7.00946 -13.40682 8.02476 0.132
C -9.19112 -19.37644 15.04535 -0.167
H -2.09069 -22.67484 17.93584 0.089
H -13.52057 -17.74358 17.54886 0.115
H -4.19398 -13.66364 11.25618 0.106
C -9.72270 -14.29199 12.11735 -0.252
C -4.53936 -21.38437 16.53607 -0.548
P -10.07443 -15.90890 14.34411 1.121
H -9.66591 -20.31041 15.40453 0.152
C -9.15219 -15.40475 16.87837 -0.137
C -6.20276 -14.27305 11.70271 -0.264
H -13.43728 -19.29718 13.60982 0.109
C -10.09341 -13.21401 11.32759 -0.009
H -9.05885 -16.47780 16.85017 0.059
C -8.47437 -18.88699 11.41946 -0.166
C -3.95289 -21.77643 17.85512 -0.128
C -9.72718 -14.80138 15.75523 -0.373
N -6.07454 -20.68729 12.53024 0.004
N -7.45088 -17.86341 11.83773 0.006
H 0.09586 -16.13541 12.15416 0.119
H -5.86118 -20.68119 11.56086 0.084
H -0.93234 -19.00639 13.06047 0.184
C -9.50874 -12.64269 16.82310 -0.058
C -4.35836 -15.83242 12.94487 -0.378
H -8.70532 -14.47141 9.48756 0.134
O -5.24214 -20.38927 16.41344 0.024
H -4.73800 -12.85796 8.93533 0.127
C -4.08556 -16.39153 11.75197 -0.027
H -7.94977 -19.67592 10.90021 0.096
H -10.28069 -12.91869 14.84065 0.114
H -11.76017 -17.62149 12.92608 0.094
C -5.49905 -13.33783 9.56096 -0.052
H -0.56769 -17.14218 10.79738 0.116
C -3.54588 -17.57695 14.76377 -0.224
H -9.40191 -12.78070 10.64325 0.102
C -4.08578 -12.58747 14.14127 -0.073
H -6.99017 -17.51548 10.99383 0.108
C -10.65924 -14.82799 13.01367 -0.299
H -1.31066 -17.77857 15.42651 0.162
H -13.41385 -12.95364 12.16954 0.121
C -7.30658 -21.56080 12.76140 -0.146
C -7.49827 -14.44146 11.24394 -0.293
C -13.05016 -18.60064 14.33197 -0.060
H -4.60338 -16.09630 10.87326 0.103
H -9.85745 -20.26719 12.31912 0.140
C -7.72744 -14.21175 9.89185 -0.021
C -3.21647 -18.68496 12.75673 -0.196
H -10.06767 -18.64411 12.89788 0.093
C -8.97919 -13.25950 17.94724 -0.078
H -6.50737 -12.09803 17.17138 0.096
C -11.61042 -16.77140 14.89903 -0.378
N -1.79565 -17.01492 12.50697 -0.137
C -5.11657 -13.49662 14.40369 -0.381
C -12.12255 -16.78097 16.20273 -0.054
O -4.27526 -22.15119 15.50852 0.106
H -3.58797 -15.37842 14.92829 0.138
N -4.06944 -18.64914 13.93162 -0.113
C -3.03858 -17.42638 11.77363 -0.136
H -1.26390 -15.57669 11.19954 0.118
C -0.78265 -16.45874 11.60442 0.064
H -9.57509 -11.57451 16.74917 0.114
O -8.50084 -14.93217 12.05152 -0.066
C -11.95425 -14.28584 13.04956 -0.080
N -3.03333 -22.93518 17.70464 0.030
H -7.90058 -21.51095 11.86240 0.105
C -1.99655 -17.59915 14.60179 -0.048
H -4.76353 -21.94084 18.55230 0.138
H -3.44241 -12.64883 13.26740 0.104
H -7.95804 -17.05610 12.23764 0.062
N -8.50039 -19.66209 13.78818 -0.217
C -5.88918 -12.22110 16.30321 -0.050
C -8.19204 -21.09278 13.90637 -0.172
Tl -6.14027 -18.59472 13.61252 1.091
C -6.76572 -13.61380 9.07683 -0.036
H -7.54468 -19.52655 16.50463 0.102
C -11.39877 -12.73628 11.35730 -0.019
C -2.01479 -16.27421 13.80233 -0.065
C -12.38811 -13.30603 12.19376 -0.035
H -6.74334 -17.34925 15.87999 0.095
C -5.21021 -13.74519 10.85395 -0.095
H -6.77673 -14.03745 15.69931 0.080
H -2.71778 -17.81691 10.83070 0.156
C -4.86078 -11.30765 16.06682 -0.037
H -1.32697 -15.45396 13.92168 0.170
H -12.66081 -14.73627 13.72830 0.111
N -7.38464 -17.83245 15.27317 -0.026
H -8.76195 -12.64719 18.81859 0.118
C -3.95993 -11.49282 14.99737 -0.052
H -3.26092 -23.76782 18.24467 0.106
H -3.13506 -10.78181 14.79314 0.126
H -6.98214 -22.59178 12.84637 0.135
H -9.93918 -18.60867 14.85823 0.075
C -13.08925 -17.72826 16.56424 -0.054
H -9.15502 -18.48680 10.63245 0.151
H -3.29267 -19.60871 12.22020 0.130
P -5.75568 -14.86733 13.39494 1.138
H -11.64211 -11.91649 10.71385 0.113
C -3.49660 -16.11185 14.14763 -0.167
H -8.72487 -18.31062 16.87787 0.115
H -9.13543 -21.64546 13.83368 0.144
H -14.20172 -19.43148 15.92224 0.109
H -4.69943 -10.44809 16.73507 0.125
H -7.75031 -21.29036 14.89835 0.137
C -1.77518 -18.32455 13.26878 -0.031

***

82
Properties=species:S:1:pos:R:3:lowdin_spin:R:1 method="wB97M-V/def2-TZVPD" relative_energy_kj_mol=181.0 spin_multiplicity=2 lumo_ha="0.0078 / 0.0076" s2=0.753
H -0.80614 -4.30187 2.91825 0.000
H 1.18389 -2.28005 -1.16565 0.000
H 2.50035 -2.11983 -2.46787 0.000
C -1.58994 0.02994 -4.11814 0.000
H 0.89267 0.41601 -2.81387 0.000
H 0.74665 -1.09734 -5.32203 0.000
Si -0.17635 4.11196 -2.01858 0.001
H 1.83792 -1.14678 3.37072 0.000
O -0.05052 1.56411 2.22142 0.000
C -3.24323 -1.39761 4.36893 0.002
C -0.35610 -2.12634 -3.76795 0.000
H -2.38498 -0.75753 -1.74229 0.000
O 0.52587 -1.17356 1.34797 0.010
H -0.57360 -2.16198 -5.88935 0.000
H 1.95657 -2.64987 4.36102 0.000
O 1.26162 0.99628 -0.04275 0.004
N -2.80817 -2.02578 5.25597 -0.001
H -0.86966 3.66946 -4.25182 0.000
C -0.80667 3.01466 -3.36764 0.000
Cl -0.49566 3.32441 0.03278 0.012
C -0.13575 -1.98479 2.02083 0.002
C -1.30060 -0.86109 -1.79054 -0.001
C 0.26396 -2.77225 -0.82596 0.000
H -0.04405 2.26498 -3.62184 0.000
H -0.30867 -3.10477 -3.25023 0.000
H -0.83820 0.82373 -4.30855 0.000
C 1.65626 4.33856 -1.95634 0.000
H 2.13426 3.44422 -1.51333 0.000
H -2.04266 5.43640 -0.81882 0.000
H 2.77660 -0.33155 0.41797 0.000
H 2.08768 1.68574 -2.50180 0.000
H 2.24488 1.28891 3.44009 0.000
C 1.97260 0.60931 -2.70844 0.000
H -1.40953 6.27646 -2.24569 0.000
H 1.34859 -4.57070 -0.20199 0.000
C -0.97608 -2.15821 -0.98715 0.000
H 2.50515 0.29797 -3.61912 0.000
H 1.95971 4.51851 -3.00629 0.000
H -0.77130 3.54439 5.27607 0.000
C 2.08186 2.15594 4.08557 0.000
N -1.98767 -0.09858 1.80910 -0.004
N -3.75718 -0.69537 3.37905 0.007
C 0.37066 -4.07094 -0.29430 0.000
H -1.12191 -2.34760 1.66500 0.000
H -0.50852 6.23794 -0.70423 0.000
O -0.80126 0.45321 -1.40264 -0.016
N 0.23840 -2.49832 3.20351 0.002
H -0.75526 -5.84050 0.24921 0.000
H -3.06966 -2.41155 -0.92118 0.000
C -2.05318 -4.16152 -0.18761 0.000
C 2.13597 0.16238 -0.33597 0.000
C -0.26635 2.18594 3.30040 0.005
H -2.98269 -4.72097 -0.06916 0.000
H 2.45540 1.96477 5.09840 0.000
N 2.46809 -0.19398 -1.60362 0.000
H -2.46734 0.42384 -3.56962 0.000
H -1.94952 -0.35064 -5.09786 0.000
H 0.84156 4.30637 5.25461 0.000
Cl -3.33336 1.26007 0.04058 0.031
C -0.40223 -3.69386 3.74255 0.000
C 0.30445 3.34823 5.32172 0.000
H 0.53130 2.88637 6.29178 0.000
C -2.12200 -2.86949 -0.67454 0.000
H -1.79655 2.55523 -3.21281 0.000
H 0.83525 -1.34054 4.85408 0.000
C -1.12602 5.64037 -1.40166 0.001
H -1.23033 -3.44128 4.42998 0.000
Ti -1.15063 1.05644 0.46672 0.920
C -0.80145 -4.76912 0.00596 0.000
N 0.66150 2.44886 4.22740 0.006
C -2.92990 -0.37582 2.47402 0.017
H 1.90127 5.19780 -1.29731 0.000
C -1.01413 -1.05168 -3.25136 0.000
H 2.62644 3.04025 3.71411 0.000
H -1.26214 2.56933 3.60419 0.000
H 0.92432 -2.91546 -5.38245 0.000
C 1.28521 -1.86022 3.99107 0.000
H 3.58238 -1.86758 -1.04295 0.000
H 3.99310 -1.18789 -2.64593 0.000
C 0.24392 -2.07265 -5.15023 0.000
H 0.36439 -4.27282 4.28248 0.000
C 3.17640 -1.41907 -1.95401 0.000

***

Number 1: energy -2740.65316 Ha. Number 2: energy -738.52992 Ha. Number 3: energy -3326.54065 Ha. Number 4: energy -3667.33427 Ha.